{
  "formula": "C36H99N5O16",
  "method": "ωB97M-V/def2-TZVPD",
  "fmax_ev_per_a": 1.75,
  "orbital_gap_ha": 0.3062,
  "energy_ev": -79141.1892,
  "spin_multiplicity": 1,
  "relative_energy_kcal_mol": 0.0,
  "smiles": "COCCNCCOC.COCCNCCOC.COCCNCCOC.COCCNCCOC.COCCNCCOC.CCO.CCO.CCO.O.O.O",
  "elements": ["H", "H", "H", "N", "O", "H", "O", "H", "C", "C", "C", "H", "C", "H", "H", "H", "H", "H", "H", "H", "C", "H", "C", "H", "C", "H", "H", "H", "C", "H", "C", "H", "C", "H", "H", "O", "H", "C", "O", "H", "H", "C", "O", "H", "H", "H", "C", "O", "H", "H", "H", "H", "C", "C", "C", "H", "H", "H", "H", "H", "H", "C", "O", "N", "C", "H", "H", "H", "C", "H", "H", "H", "H", "H", "C", "O", "H", "H", "H", "H", "C", "H", "H", "H", "H", "C", "C", "H", "H", "C", "C", "H", "H", "H", "H", "H", "N", "H", "H", "H", "O", "H", "C", "H", "H", "H", "H", "C", "O", "C", "H", "H", "H", "O", "H", "H", "H", "C", "H", "H", "H", "H", "H", "C", "H", "C", "H", "H", "C", "H", "N", "C", "C", "H", "H", "H", "H", "H", "N", "H", "H", "H", "H", "H", "H", "H", "C", "H", "O", "H", "H", "O", "C", "O", "O", "O"],
  "xyz": [[0.311752, 10.478993, -14.563805], [-1.558739, 13.324023, -8.147432], [-0.712422, 10.958978, -12.396712], [-1.161528, 1.255394, -9.492464], [-2.787878, 5.804539, -15.756326], [2.182469, 9.735945, -7.633541], [-2.061978, 6.789396, -13.197034], [-1.804026, 7.736933, -13.315451], [-0.431358, 7.703443, -9.999109], [-1.326501, 9.806056, -15.807828], [-1.277402, 2.408796, -10.380744], [-2.250965, 10.974794, -13.267455], [-1.381902, -0.015066, -10.137926], [-0.783756, 11.222280, -6.484357], [-2.609652, 8.542439, -4.007944], [6.277166, 1.408039, -17.861509], [-1.076801, 10.079322, -2.834926], [1.898807, 12.702556, -7.918613], [0.341496, 8.755178, -14.909721], [-2.349856, 10.979252, -3.764996], [-0.700617, 11.801602, -5.558194], [-3.420806, 2.487250, -10.246200], [1.231559, -1.753261, -9.648335], [-0.787750, -0.162423, -11.059017], [-0.677744, 6.205786, -9.812636], [4.404399, 14.624498, -3.657274], [-1.033531, 3.765108, -16.865062], [3.865991, 8.759962, -9.401365], [-0.718298, 6.904177, -5.181984], [-0.328160, 2.386153, -15.958372], [3.340798, 2.817596, -17.578001], [-2.434389, 4.710019, -7.248039], [3.226845, 10.035820, -7.772379], [1.049197, 6.128142, -4.186721], [-1.070500, 14.083741, -9.733498], [4.363703, 1.939836, -17.183274], [0.031970, 7.858651, -10.978138], [-5.256211, 5.767899, -12.033520], [-0.397662, 10.988248, -4.454785], [-0.772733, 10.132299, -16.702282], [1.837553, 1.486286, -16.918854], [-3.601900, 4.674621, -15.989438], [-1.658847, 4.262487, -6.879352], [-4.266755, 5.318112, -11.963439], [-3.319435, 5.349368, -9.558223], [0.127607, 11.441691, -8.709529], [-0.319524, 9.589411, -14.667456], [-3.886467, 5.030065, -8.834988], [-1.659940, 6.050759, -11.557655], [1.329869, 3.954656, -12.137569], [-4.519661, 4.956059, -16.513293], [-0.908000, 5.889467, -8.797436], [-2.652911, 2.594762, -11.015093], [-1.545727, 10.332612, -12.726180], [5.414791, 2.019981, -18.129844], [0.224272, 8.728786, -4.763550], [1.157945, -1.361462, -10.672340], [-5.410945, 6.576308, -11.323376], [-3.061512, 3.876261, -16.504918], [-2.429575, -0.117107, -10.422860], [-2.115094, 9.179041, -5.559650], [-1.306409, 7.475291, -16.573888], [0.352340, -1.067060, -8.787214], [-0.571146, 8.170382, -4.492776], [-0.174102, 3.414349, -16.287445], [-6.551194, 3.977406, -12.577737], [-0.946896, 3.324595, -9.890275], [3.599593, 3.874536, -17.417297], [2.581448, 6.029910, -6.466513], [-1.734402, 12.476517, -9.645823], [3.014948, 14.532490, -2.659002], [2.855543, 15.340934, -4.230610], [-1.220174, 2.217768, -13.195592], [-1.043906, 7.070673, -6.217702], [-1.001283, -1.149218, -9.211992], [-2.937294, 1.700898, -12.074268], [0.419178, 5.113187, -5.507893], [0.707021, 12.427939, -10.004191], [-2.551576, 6.568784, -14.005849], [0.355956, 5.314143, -15.369843], [-1.084139, 13.187868, -9.117307], [2.198081, 11.386337, -5.569961], [-5.385580, 6.203553, -13.025428], [-2.772815, 3.645061, -11.294049], [-3.926266, 4.255890, -15.035533], [3.188256, 11.625946, -5.968807], [-1.479076, 10.318072, -3.821227], [-4.652118, 4.634812, -9.281918], [4.024965, 9.906149, -11.738583], [-6.293417, 4.685413, -11.782411], [-0.039256, 4.335761, -15.073727], [-7.230916, 5.213742, -11.541885], [-1.292029, 8.357059, -9.890574], [4.728954, 10.272753, -9.251340], [-1.785741, 3.337545, -7.121400], [2.340984, 2.546229, -15.682080], [3.268785, 11.457829, -7.420337], [3.845895, 11.621462, -11.383098], [3.164504, 5.760281, -5.578087], [-0.264843, 1.230349, -9.024203], [2.794595, 10.368768, -10.093210], [4.451987, 13.371645, -5.642197], [-1.761552, 8.997034, -4.533791], [-2.715912, 8.919261, -16.926294], [0.356400, 8.060280, -9.327787], [-6.599014, 3.294972, -10.426428], [0.204621, 5.636349, -10.122464], [0.604643, 6.144875, -5.190479], [-1.774293, 5.771087, -10.625946], [2.079356, 2.543081, -16.747512], [1.290345, 4.336899, -17.393068], [-1.629235, -1.118880, -8.318283], [3.767048, 9.436284, -7.028662], [3.024048, 13.224731, -4.211186], [3.073016, 2.687223, -18.632122], [-0.521287, 2.255869, -11.171919], [-2.505087, 1.444258, -14.069713], [3.325351, 10.656765, -11.357499], [0.957696, -2.811000, -9.739008], [2.249368, 5.125854, -6.985871], [-2.790916, 6.499907, -17.754068], [-1.195107, -2.127590, -9.663857], [5.119689, 1.680593, -19.125484], [-2.125910, 6.246084, -16.919495], [-1.439397, 5.460485, -17.257195], [3.391368, 13.075175, -5.555293], [-2.113287, 9.917123, -11.898846], [3.928347, 10.955648, -5.518810], [-2.309911, 2.142411, -13.253639], [5.788134, 3.048567, -18.150397], [-2.105232, 8.619706, -16.178788], [3.313980, 14.500773, -3.706890], [3.725895, 9.828099, -9.190573], [0.019807, 12.596438, -5.732222], [-1.993653, 10.594271, -15.464425], [-0.502694, 7.241304, -15.875247], [4.042194, 11.936353, -7.864742], [2.250887, -1.619250, -9.299319], [0.996785, 3.399647, -17.155270], [-1.681464, 12.270557, -5.409429], [-1.455242, 6.256232, -4.702968], [1.831418, 5.215144, -13.270325], [2.850928, 13.747349, -6.235631], [0.220594, 5.190142, -12.624428], [-2.696628, 3.130743, -13.536011], [2.502192, 10.735436, -12.068352], [0.262234, 12.491283, -9.003982], [-1.064560, 4.543433, -14.732122], [1.475930, 6.823146, -6.078451], [3.188980, 6.643786, -7.128400], [-0.715162, 7.715960, -17.478567], [1.042275, 13.163320, -8.044104], [1.012831, 4.532701, -13.006976], [0.657555, 3.658792, -14.042091], [-1.010278, 9.267817, -13.481832], [-5.919924, 3.947017, -10.616450]],
  "atomic_forces_ev_per_a": [[-0.1, 0.1, 0.2], [0.2, 0.4, 0.1], [-0.2, 0.1, 0.4], [-0.6, 0.3, 0.5], [-0.4, -0.2, -0.2], [0.0, -0.2, -0.4], [0.0, 0.6, -0.2], [-0.1, -0.7, 0.1], [1.2, -0.2, 0.1], [0.7, -0.3, -0.2], [0.9, -0.5, -0.6], [0.1, -0.2, -0.3], [0.2, -0.5, -0.2], [0.1, -0.1, -0.1], [0.2, -0.3, 0.0], [-0.3, -0.2, 0.5], [-0.3, 0.1, 0.1], [-0.4, -0.3, -0.2], [0.0, 0.0, 0.3], [-0.1, -0.1, 0.0], [-1.1, -0.2, -0.3], [0.0, -0.5, 0.0], [-0.4, 0.2, -0.7], [-0.1, 0.4, -0.1], [-0.4, 0.2, -0.7], [0.0, 0.3, -0.4], [0.1, -0.4, 0.1], [-0.1, 0.0, 0.1], [0.8, 0.0, -0.1], [-0.3, 0.0, 0.1], [-1.3, 0.2, 0.5], [-0.1, -0.1, -0.2], [-0.6, 0.5, 0.1], [-0.1, 0.0, 0.0], [0.2, 0.3, 0.4], [0.3, -0.1, -0.5], [-0.4, 0.1, -0.2], [-0.3, -0.7, -0.5], [0.7, 0.5, 0.2], [0.1, 0.4, 0.2], [-0.3, 0.1, -0.2], [-0.4, -0.2, 0.4], [0.0, 0.0, 0.1], [0.2, 0.4, 0.1], [0.1, 0.0, 0.0], [-0.1, 0.0, 0.1], [-0.7, -0.1, -0.7], [0.0, 0.0, 0.0], [-0.2, 0.1, 0.3], [0.1, -0.2, -0.2], [0.1, -0.1, -0.3], [-0.1, 0.2, 0.1], [-0.1, 0.3, 1.1], [0.2, 0.6, -0.2], [0.6, 0.1, 0.3], [0.2, -0.2, -0.4], [0.2, 0.1, 0.1], [0.4, -0.1, 0.2], [-0.1, 0.1, -0.2], [0.0, 0.0, 0.0], [0.0, 0.1, -0.1], [0.6, 0.3, -1.2], [0.0, -0.1, 0.2], [-0.9, 0.0, 0.8], [0.9, 0.5, 0.0], [0.6, 0.3, -0.3], [-0.4, 0.0, 0.3], [0.4, 0.0, -0.1], [-0.3, 0.4, 0.4], [-0.1, 0.2, 0.0], [-0.4, -0.1, -0.1], [-0.1, -0.1, -0.3], [0.0, 0.1, 0.3], [0.0, -0.3, -0.1], [-0.4, -0.1, 0.5], [0.2, 0.2, -0.2], [0.1, 0.1, -0.2], [0.3, 0.3, 0.1], [0.2, -0.1, 0.1], [0.6, -0.1, 0.2], [-0.4, -1.2, -0.5], [0.0, -0.4, -0.4], [0.0, -0.1, -0.1], [0.2, 0.0, -0.5], [0.2, 0.2, 0.1], [0.3, 0.6, 0.0], [0.8, -0.3, -0.6], [0.1, 0.1, 0.1], [-0.1, -0.2, 0.2], [-1.2, 0.5, 0.7], [-1.5, -1.0, 0.0], [0.0, -0.2, -0.2], [-0.3, -0.3, 0.1], [-0.1, 0.3, -0.3], [0.0, 0.1, -0.1], [0.0, 0.5, 0.0], [-0.6, 0.0, 0.1], [0.1, 0.0, 0.2], [0.1, -0.1, -0.1], [0.1, 0.1, -0.1], [0.1, 0.1, 0.0], [0.0, -0.1, -0.2], [-0.2, 0.4, 0.3], [-0.1, -0.3, -0.1], [-0.2, -0.1, 0.3], [0.0, 0.0, 0.0], [0.2, 0.1, 0.1], [-0.5, 0.2, -0.1], [0.0, -0.1, 0.0], [1.0, -1.0, 0.1], [0.2, 0.0, 0.2], [0.2, 0.2, 0.1], [0.4, -0.1, -0.3], [-0.7, 0.0, -0.1], [0.2, 0.0, -0.1], [-0.2, 0.3, -0.4], [-0.3, -0.1, 0.2], [0.1, 0.3, -0.5], [0.2, -0.1, 0.3], [0.1, 0.0, 0.0], [-0.4, -0.2, 0.2], [0.1, 0.0, -0.2], [-0.3, 0.2, -0.1], [0.6, 0.5, 0.4], [-0.2, 0.2, -0.2], [1.1, 0.1, -0.3], [0.3, -0.2, 0.2], [-0.1, 0.2, 0.5], [0.1, 0.0, -0.5], [0.0, 0.1, -0.4], [0.0, 0.1, 1.1], [0.8, -0.1, 0.9], [0.0, -0.6, 0.7], [0.3, -0.2, 0.3], [-0.2, 0.1, -0.3], [-0.6, 0.0, 0.5], [0.3, -0.1, 0.4], [0.0, -0.1, 0.1], [-0.4, -0.1, -0.3], [0.0, 0.1, 0.0], [-0.1, 0.3, 0.2], [0.1, -0.2, -0.3], [-0.3, 0.0, 0.2], [-0.4, -0.3, -0.5], [0.0, 0.0, 0.0], [-0.1, -0.1, 0.1], [-0.3, -0.1, 0.2], [0.2, 0.1, 0.2], [0.2, -0.1, -0.4], [0.1, -0.1, -0.1], [-0.1, -0.1, -0.2], [0.4, 0.4, -0.1], [0.4, 0.5, 1.1], [0.2, 0.7, -0.3], [0.1, -0.4, 0.3], [0.3, 0.0, 0.0]],
  "lowdin_charge": [0.126, 0.067, 0.090, -0.050, -0.228, 0.123, -0.065, 0.030, -0.060, -0.190, -0.181, 0.089, -0.227, 0.080, 0.120, 0.085, 0.123, 0.035, 0.114, 0.117, -0.115, 0.121, -0.116, 0.118, -0.275, 0.086, 0.074, 0.124, -0.214, 0.129, -0.252, 0.009, -0.189, 0.125, 0.071, -0.171, 0.068, -0.070, -0.207, 0.119, 0.124, -0.085, -0.064, 0.053, 0.003, 0.097, -0.196, -0.068, 0.036, 0.087, 0.096, 0.093, -0.214, -0.073, -0.119, 0.104, 0.082, 0.086, 0.084, 0.120, 0.114, -0.215, -0.194, -0.055, -0.184, 0.111, 0.104, 0.123, -0.108, 0.066, 0.088, 0.090, 0.072, 0.112, -0.225, -0.176, 0.105, 0.099, 0.026, 0.117, -0.081, 0.119, 0.077, 0.088, 0.079, -0.178, -0.206, 0.006, 0.088, -0.292, -0.214, 0.108, 0.074, 0.125, 0.035, 0.117, -0.084, 0.090, 0.089, 0.107, -0.186, 0.124, -0.225, 0.115, 0.065, 0.095, 0.101, -0.226, -0.144, -0.220, 0.104, 0.123, 0.114, -0.174, 0.123, 0.107, 0.093, -0.116, 0.085, 0.087, 0.133, 0.118, 0.086, -0.210, 0.099, -0.240, 0.093, 0.121, -0.108, 0.086, -0.047, -0.119, -0.226, 0.075, 0.110, 0.092, 0.124, 0.087, -0.063, 0.087, 0.120, 0.092, 0.120, 0.072, 0.071, 0.077, -0.349, 0.101, -0.210, 0.072, 0.127, -0.106, -0.114, -0.180, -0.238, -0.099]
}